Entry from the Open Molecules 2025 dataset: C4H5F in the gas phase at a distorted geometry (ωB97M-V/def2-TZVPD).

**Highest occupied orbital energy**: -9.316 eV
**Total charge**: 0
**ΔE to the lowest compared entry with this formula, charge and spin**: 94.8 kcal per mole

Geometry as XYZ:
```
10
C4H5F, DFT ωB97M-V/def2-TZVPD
C 1.20648 0.14457 0.43234
C 0.09116 1.15688 -0.08371
C -1.29852 0.51256 -0.19666
C -1.99992 -0.70218 0.15348
H 2.12229 0.56112 0.16983
H 1.30417 -0.28212 1.47756
H 0.26875 1.60091 -1.14278
H 0.20129 2.23157 0.38106
H -2.75304 -1.31277 0.39164
F 1.20681 -1.05218 -0.34555
```

Atom charges from the natural (NBO) analysis, given in e for atoms 1 to 8: 0.0591 -0.5500 -0.0352 -0.1661 0.1679 0.1940 0.2510 0.2612